(1)
ORCA calculation (ωB97M-V with the def2-TZVPD basis set) on the molecule C3H5NS at a distorted geometry.

The geometry in XYZ format:
```
10
Properties=species:S:1:pos:R:3:nbo_charge:R:1
S 2.7268 0.0603 -0.1210 -0.012
C 1.0393 0.0200 0.1243 -0.017
C 0.1408 -1.0379 -0.0189 -0.357
N -1.0113 -0.1424 -0.3639 -0.675
C -0.2294 1.0271 0.0091 -0.286
H 0.5117 -1.4419 -0.9903 0.275
H -0.1463 -1.6239 1.0371 0.248
H -2.2501 -0.0590 -0.0962 0.390
H -0.6158 1.0974 1.0705 0.208
H -0.1656 2.1002 -0.6507 0.226
```

Output
Energy above the lowest of the compared OMol25 structures with the same formula, charge and spin   106.3 kcal/mol
DFT total energy   -570.06520 a.u.
Structure (SMILES)   S=C1CNC1
Multiplicity   1
LUMO level   -0.0204 hartree
Max |F|   5.81 eV/A
HOMO   -8.61 eV
Gap between HOMO and LUMO   8.1 eV

=====

(2)
ORCA calculation (ωB97M-V with the def2-TZVPD basis set) on the molecule C2H4N4 at a distorted geometry.

The geometry in XYZ format:
```
10
Properties=species:S:1:pos:R:3:nbo_charge:R:1
C 0.4280 -1.2228 -0.4931 -0.412
N 0.0038 0.0913 0.0732 -0.177
C -1.1111 0.7760 0.0047 0.058
N -0.6029 2.1856 0.9127 -0.175
N 0.5825 1.8622 1.1945 -0.029
N 1.0218 0.6727 0.7626 -0.186
H -0.2292 -2.0082 -0.1075 0.220
H 1.4637 -1.4621 -0.1902 0.251
H 0.4020 -1.1612 -1.5867 0.221
H -1.9587 0.2665 -0.5703 0.228
```

Output
Energy above the lowest of the compared OMol25 structures with the same formula, charge and spin   87.2 kcal/mol
DFT total energy   -297.50533 a.u.
Structure (SMILES)   Cn1cnnn1
Multiplicity   1
LUMO level   0.0233 hartree
Max |F|   4.42 eV/A
HOMO   -9.57 eV
Gap between HOMO and LUMO   10.2 eV

=====

(3)
ORCA calculation (ωB97M-V with the def2-TZVPD basis set) on the molecule C5H8 at a distorted geometry.

The geometry in XYZ format:
```
13
Properties=species:S:1:pos:R:3:nbo_charge:R:1
C -1.9602 -0.0290 0.1033 -0.363
C -0.8476 -0.3471 -0.3277 -0.222
C 0.4052 0.1892 -0.1847 -0.041
C 0.6823 1.5030 -0.1858 -0.385
C 1.3594 -0.9534 0.0634 -0.605
H -2.8114 -0.7189 -0.1592 0.209
H -2.0712 0.8988 0.7378 0.199
H -0.7310 -1.3887 -0.8488 0.186
H 1.5526 2.0327 -0.0842 0.195
H -0.1966 2.2955 0.0357 0.183
H 2.1886 -0.5780 0.3262 0.200
H 1.0123 -1.1689 1.2140 0.219
H 1.4177 -1.7352 -0.6900 0.224
```

Output
Energy above the lowest of the compared OMol25 structures with the same formula, charge and spin   73.2 kcal/mol
DFT total energy   -195.17541 a.u.
Structure (SMILES)   C=CC(=C)C
Multiplicity   1
LUMO level   0.0389 hartree
Max |F|   7.71 eV/A
HOMO   -8.92 eV
Gap between HOMO and LUMO   10.0 eV

=====

(4)
ORCA calculation (ωB97M-V with the def2-TZVPD basis set) on a cluster of 2 separate species, C2HCl3S in total at a distorted geometry.

The geometry in XYZ format:
```
7
Properties=species:S:1:pos:R:3:nbo_charge:R:1
C 0.3410 -0.8261 0.5189 -0.323
C -0.7478 -0.4284 -0.0583 0.011
S 0.4844 1.5877 -1.4168 -0.046
Cl 0.2999 -2.3631 1.2185 0.037
Cl -2.1725 -0.8516 -0.6668 0.210
Cl 0.5997 3.1343 -0.1956 -0.146
H 1.1954 -0.2529 0.6001 0.257
```

Output
Energy above the lowest of the compared OMol25 structures with the same formula, charge and spin   66.0 kcal/mol
DFT total energy   -1855.43000 a.u.
Multiplicity   1
LUMO level   -0.0722 hartree
Max |F|   4.25 eV/A
HOMO   -8.80 eV
Gap between HOMO and LUMO   6.8 eV

=====

Q: The highest HOMO belongs to which entry?
A: C3H5NS